# 1
Formula: C23H29N3O6S
Source: OMol25
Level of theory: ωB97M-V/def2-TZVPD

Geometry as XYZ:
```
62
Properties=species:S:1:pos:R:3:forces:R:3
C -1.84952 -0.50731 2.09336 0.211 0.033 0.299
H -1.50649 -1.52706 2.28944 -0.046 -0.022 -0.008
H -0.99561 0.16736 2.05041 -0.081 -0.072 0.098
H -2.53615 -0.19252 2.88582 0.011 -0.033 -0.019
O -2.45199 -0.40703 0.82386 -0.471 -0.068 -0.354
C -3.51654 -1.19563 0.52142 0.046 0.170 -0.184
C -4.20178 -2.01702 1.40403 0.234 0.131 0.071
C -5.30973 -2.73157 0.97334 -0.100 -0.053 -0.069
C -5.74745 -2.63592 -0.33310 -0.054 -0.076 0.080
C -5.05984 -1.83603 -1.23336 0.282 0.216 -0.039
C -3.94895 -1.12981 -0.81688 -0.018 -0.107 0.321
O -3.28156 -0.29840 -1.70018 -0.083 0.105 0.126
C -1.91717 -0.46522 -1.76104 0.756 0.056 -0.266
C -1.33248 -1.72374 -1.80792 -0.051 0.134 -0.078
C 0.04532 -1.84685 -1.83154 -0.140 -0.102 -0.043
C 0.82220 -0.70533 -1.83885 0.444 0.074 0.138
C 0.26205 0.55304 -1.84114 0.106 0.107 -0.004
C -1.11794 0.68884 -1.77783 -0.085 -0.579 -0.159
N -1.75082 1.91181 -1.57997 -0.485 -0.213 0.065
C -1.16794 3.14071 -1.59615 -0.595 0.451 0.023
O -0.12891 3.39986 -2.16012 0.325 -0.003 -0.109
C -1.88739 4.16164 -0.72968 0.372 -0.103 0.028
H -1.64682 5.16305 -1.08888 -0.043 -0.078 -0.085
H -2.96754 4.02449 -0.73124 -0.072 0.016 0.013
C -1.32874 3.96902 0.69512 -0.199 -0.001 0.143
N 0.11564 3.95427 0.69510 -0.134 0.392 0.017
C 0.82637 2.80432 0.81823 0.280 0.348 0.179
O 0.30653 1.75903 1.16870 -0.054 -0.353 -0.016
C 2.30244 2.93697 0.55849 -0.040 -0.160 -0.098
H 2.84489 2.71339 1.47494 0.006 0.003 0.077
H 2.57018 3.92915 0.20888 0.078 0.082 -0.021
H 2.60034 2.19813 -0.18639 -0.020 0.028 0.008
H 0.56639 4.74351 0.25793 0.095 -0.165 0.026
H -1.68627 4.77088 1.34888 -0.039 -0.144 -0.054
H -1.64661 3.00420 1.09980 -0.014 0.177 0.002
H -2.68393 1.81466 -1.19906 0.176 0.168 0.011
H 0.90209 1.41862 -1.85119 -0.024 0.094 0.043
S 2.59334 -0.87601 -1.67311 -0.460 -0.345 0.135
O 3.11675 -1.67817 -2.74073 -0.065 -0.215 0.050
O 3.16632 0.43071 -1.47416 -0.207 -0.012 0.072
N 2.62771 -1.80552 -0.28134 -0.032 0.385 -0.903
C 2.41328 -1.05924 0.94114 -0.095 0.543 0.302
C 3.70475 -0.43300 1.46794 -0.079 -0.222 0.126
C 4.77998 -1.50498 1.62826 0.088 0.196 -0.190
C 4.99357 -2.21004 0.29080 -0.181 -0.175 0.213
C 3.67169 -2.80431 -0.19300 0.572 -0.254 -0.390
H 3.78030 -3.22877 -1.19135 0.052 -0.195 0.167
H 3.32958 -3.58443 0.49674 -0.032 0.045 -0.053
H 5.74006 -3.00067 0.38438 0.039 0.002 -0.063
H 5.34060 -1.48900 -0.45200 0.104 -0.009 -0.049
H 5.71329 -1.05292 1.96961 -0.008 -0.051 0.075
H 4.46384 -2.23525 2.37860 0.036 -0.039 0.080
H 4.04407 0.31208 0.74816 0.005 0.083 0.073
H 3.50455 0.06079 2.42017 -0.023 0.067 0.011
H 1.66746 -0.28946 0.73492 -0.104 0.010 0.225
H 2.00148 -1.75332 1.68284 -0.049 0.037 -0.045
H 0.52411 -2.81188 -1.83350 -0.033 -0.184 0.023
H -1.96648 -2.59841 -1.79275 -0.037 -0.064 -0.003
H -5.37357 -1.75230 -2.26193 -0.005 0.022 -0.132
H -6.61498 -3.18735 -0.65973 -0.077 -0.051 -0.033
H -5.83390 -3.36242 1.67504 -0.047 -0.050 0.059
H -3.88412 -2.09368 2.43181 0.065 0.024 0.089
```
Forces are in eV/Å.

The calculation puts the LUMO energy at 0.61 eV. The energy relative to the best compared isomer or geometry (same formula, charge and spin) comes out at 0.8931 eV. The SMILES is COc1ccccc1Oc1ccc(S(=O)(=O)N2CCCCC2)cc1NC(=O)CCNC(C)=O.

Results of the Löwdin charge analysis, in e, for atoms 1 through 6:
1 C -0.06
2 H 0.10
3 H 0.07
4 H 0.10
5 O -0.08
6 C -0.21

# 2
Formula: C23H29N3O7
Source: OMol25
Level of theory: ωB97M-V/def2-TZVPD

Geometry as XYZ:
```
62
Properties=species:S:1:pos:R:3:forces:R:3
C 1.53021 4.22120 6.77183 -0.924 -0.367 -6.662
H 1.51519 4.25797 7.73612 0.071 -0.240 6.023
C 2.58793 3.26606 6.03694 -3.756 -0.456 7.720
H 3.51490 3.60370 6.50320 0.351 -0.560 -0.583
C 2.36670 3.46399 4.64913 9.504 -4.159 1.757
C 3.45693 2.27070 4.22326 -1.049 -1.945 1.763
O 3.51338 2.22991 2.90513 0.796 0.212 -8.135
C 2.61721 2.03618 1.85733 -2.377 -0.832 3.731
C 2.77567 2.43989 0.56995 -16.162 -8.565 5.329
C 1.75683 2.01182 -0.41456 8.915 5.566 1.314
C 0.89834 1.21463 -0.08014 -9.324 -5.123 -0.383
C 0.67778 0.93198 1.25736 -10.702 -7.713 -5.500
C 1.29128 1.25484 2.22479 12.315 4.183 8.767
O 1.41383 0.63858 3.50194 -2.139 2.495 -1.576
C 0.15771 0.14180 3.88390 8.274 -9.003 4.754
C 0.24867 -0.26809 5.56098 -7.377 6.010 -5.714
H 0.97392 -0.80745 5.72165 7.721 -5.348 1.541
H -0.66458 -0.76863 5.86811 -0.215 0.498 0.063
H 0.38161 0.75417 5.79399 -0.023 0.777 1.812
H -0.66785 0.52368 3.75024 -7.778 5.425 -1.681
H 0.10581 -0.84461 3.41141 -0.364 -0.147 -0.151
H -0.17661 0.10187 1.63806 1.856 2.049 -1.919
C -0.16052 0.85629 -1.10737 -2.085 -1.193 -0.771
C -1.35105 0.10962 -0.85209 8.623 7.835 -16.041
C -2.12209 0.19225 -2.28767 -3.250 -5.476 18.880
O -2.07083 0.33558 -3.34101 1.864 3.235 -13.269
O -3.55251 -0.63786 -1.71057 5.815 1.072 0.118
C -4.20585 -0.98269 -2.85836 -8.348 2.945 11.649
C -3.78508 -1.23168 -4.02947 4.023 -0.507 -14.864
O -4.34950 -0.63300 -5.07006 1.478 -1.760 2.870
C -2.57872 -2.09006 -4.39750 -2.244 -0.661 6.001
C -1.89641 -1.87350 -5.50494 4.292 -5.518 3.272
N -2.25053 -1.29343 -6.54140 -7.755 2.453 0.362
H -1.72732 -0.89730 -7.16007 4.336 2.560 -4.544
H -3.17333 -0.68296 -6.26912 1.282 -1.668 -0.411
N -0.54321 -2.78260 -5.65412 -8.766 6.751 -1.574
C -0.26120 -3.40184 -4.66824 7.506 -12.750 9.591
O 0.81526 -4.35081 -4.53516 -3.813 5.149 -1.971
N -1.04601 -3.71799 -3.48880 1.142 0.041 1.119
C -2.15847 -3.10319 -3.19458 -6.660 0.062 -0.065
O -3.08691 -3.48379 -2.27941 5.003 2.116 -4.066
C -0.52291 -4.79783 -2.27456 -1.236 9.127 0.994
H -1.42449 -4.67961 -1.61952 1.138 -0.256 -0.240
H -0.55952 -5.58049 -2.82908 1.003 -5.528 -2.837
H 0.38473 -4.16924 -1.99660 -0.882 -2.075 -0.044
C 0.00999 -2.60481 -6.85830 7.146 -1.370 0.121
H -0.55092 -2.90883 -7.65436 -1.390 -0.978 -2.081
H 0.31185 -1.60102 -6.88920 0.374 1.650 -0.852
H 1.05363 -3.16828 -6.70124 -2.129 0.793 -1.180
H -4.94924 -0.13556 -2.71157 -0.202 -0.995 -2.302
H -4.80679 -1.85283 -2.48365 0.193 -0.021 -0.864
H -1.74110 -0.13784 -0.09703 -5.708 -3.871 10.398
H -0.04106 1.28484 -2.31545 0.019 -1.362 3.931
H 1.85314 2.25619 -1.38753 0.623 1.155 -3.058
H 3.48821 2.79495 0.32561 16.059 8.485 -5.650
H 3.33088 1.05159 4.51204 -0.044 3.722 0.556
H 4.48851 2.60050 4.45713 -0.643 -0.154 0.730
H 1.56460 3.04893 4.42999 -7.786 -2.414 -2.902
H 2.87585 4.24104 4.24770 0.379 2.884 -1.425
H 2.27084 2.00866 6.60766 1.276 3.712 -2.274
H 0.45501 4.11989 6.38862 1.357 -0.513 0.512
H 1.73821 5.22451 6.42864 0.396 0.569 -0.089
```
Forces are in eV/Å.

The calculation puts the LUMO energy at -0.22 eV. The energy relative to the best compared isomer or geometry (same formula, charge and spin) comes out at 28.0269 eV.

Results of the Löwdin charge analysis, in e, for atoms 1 through 6:
1 C -0.10
2 H -0.02
3 C -0.28
4 H 0.10
5 C -0.13
6 C -0.23

# 3
Formula: C23H29N3O9
Source: OMol25
Level of theory: ωB97M-V/def2-TZVPD

Geometry as XYZ:
```
64
Properties=species:S:1:pos:R:3:forces:R:3
N 1.51504 4.68518 2.37741 -0.009 0.268 0.335
C 2.76195 4.55358 1.96580 1.184 -0.787 -0.960
C 3.12052 4.43845 0.62363 -0.748 0.602 -0.569
C 2.13301 4.64705 -0.33289 0.001 -0.477 -0.112
C 0.82566 4.87651 0.08085 0.267 -0.533 0.195
C 0.57325 4.83327 1.44443 -0.087 0.539 0.151
H 3.61233 4.43407 2.63419 -0.595 0.114 0.696
H 4.12310 4.23341 0.27515 0.139 0.040 0.349
H 2.37752 4.52138 -1.38138 -0.056 0.192 -0.022
H 0.01137 4.95323 -0.62517 0.006 0.251 -0.010
H -0.42390 5.01431 1.83222 -0.066 -0.221 -0.094
N 4.22749 -2.29381 2.55923 0.723 0.272 0.029
C 4.74885 -2.45639 1.33496 -1.329 -0.154 0.328
C 4.67391 -3.67678 0.69345 0.667 -0.533 -0.152
C 4.17110 -4.77048 1.38297 -0.452 -0.079 -0.161
C 3.67741 -4.61676 2.66312 0.473 0.168 0.351
C 3.77468 -3.34953 3.23277 -0.614 0.500 -0.631
H 5.02540 -1.54242 0.82434 0.378 -0.083 -0.023
H 5.05258 -3.85231 -0.30614 -0.025 0.343 -0.034
H 4.07859 -5.72668 0.88284 0.134 -0.009 0.026
H 3.27425 -5.45970 3.20654 -0.085 0.074 0.054
H 3.33542 -3.06836 4.18312 0.121 -0.486 0.203
C 2.35621 0.05748 1.19512 -0.100 1.220 -0.776
C 1.42681 1.28155 1.24252 -0.825 -0.104 0.833
O 0.10809 0.71200 1.04853 0.489 -0.270 -0.359
C 0.24482 -0.57653 0.65730 -0.693 0.353 0.343
O -0.67315 -1.22571 0.24785 0.182 -0.064 -0.097
O 1.49005 -1.01690 0.82507 0.284 -0.195 0.033
H 2.85426 -0.09239 2.14594 0.002 -0.526 -0.055
H 3.06222 0.21656 0.38068 0.287 -0.339 0.193
H 1.55992 2.05499 0.49012 0.289 -0.153 -0.093
H 1.41930 1.73069 2.23416 0.067 0.184 -0.105
C -3.27075 -2.26877 -2.30399 1.277 -0.368 -0.642
C -2.38614 -3.31347 -1.58535 -1.515 0.484 -0.134
O -3.31830 -4.39903 -1.41336 0.415 -0.011 0.092
C -4.56847 -3.99048 -1.65353 -0.607 0.022 -0.227
O -5.53676 -4.67488 -1.60042 0.121 0.112 0.119
O -4.59265 -2.67070 -2.02278 0.079 -0.013 0.274
H -3.08520 -2.32495 -3.38288 -0.265 0.072 -0.008
H -3.01325 -1.26141 -1.98144 -0.500 0.060 0.239
H -2.12347 -2.89723 -0.61721 0.574 -0.485 0.035
H -1.59646 -3.67771 -2.22894 0.427 0.120 0.354
C -3.46258 -0.04315 1.74769 0.018 0.738 -0.422
C -4.72645 0.54855 1.12046 -0.293 -0.338 0.599
O -5.69975 -0.47207 1.38854 0.433 0.010 -0.112
C -5.04912 -1.64912 1.64733 -1.178 0.409 -0.017
O -5.62913 -2.67957 1.74578 0.509 -0.129 0.035
O -3.73331 -1.43532 1.79319 0.362 -0.337 -0.113
H -3.29819 0.33417 2.75738 -0.024 -0.108 0.046
H -2.58816 0.16768 1.13573 0.112 -0.318 0.113
H -4.67735 0.70694 0.04427 0.147 -0.010 -0.037
H -5.03525 1.45898 1.62894 -0.057 0.057 -0.145
C -1.12038 2.15336 -1.95621 -0.131 0.003 -0.042
C -0.92560 1.86626 -3.44046 -0.355 -0.222 0.080
C 0.35129 1.07858 -3.74151 0.055 -0.068 0.247
C 1.56311 1.85480 -3.44518 -0.024 -0.143 -0.133
N 2.51775 2.45223 -3.21933 -0.092 0.044 0.101
H -0.39681 2.88496 -1.59839 0.035 -0.111 0.178
H -1.05576 1.23392 -1.36844 0.288 0.027 -0.009
H -2.12615 2.52634 -1.75392 0.067 0.243 -0.149
H -0.92099 2.77359 -4.04542 -0.088 0.087 0.112
H -1.78500 1.27149 -3.75999 0.149 -0.046 -0.242
H 0.38105 0.75338 -4.78082 0.075 0.102 -0.056
H 0.39017 0.17360 -3.12846 -0.019 0.010 -0.003
```
Forces are in eV/Å.

The calculation puts the LUMO energy at 0.18 eV. The energy relative to the best compared isomer or geometry (same formula, charge and spin) comes out at 0.0000 eV. The SMILES is O=C1OCCO1.O=C1OCCO1.O=C1OCCO1.c1ccncc1.c1ccncc1.CCCC#N.

Results of the Löwdin charge analysis, in e, for atoms 1 through 6:
1 N 0.06
2 C -0.17
3 C -0.08
4 C -0.09
5 C -0.08
6 C -0.16